Model a:
Computed, not measured: a molecular structure, C2H7N3P, with the ωB97M-V functional and the def2-TZVPD basis.

Last column: Löwdin charge in e.
Atoms and positions in Å:
C: -0.057 0.686 0.320  -0.37
C: -0.674 -1.380 -0.174  -0.18
N: -1.049 -0.140 0.342  0.00
N: 2.003 -0.247 -1.437  -0.25
N: 0.075 1.947 0.598  0.23
P: 1.178 -0.638 -0.197  0.85
H: -0.922 -2.356 0.372  0.14
H: -0.859 -1.491 -1.198  0.07
H: -1.918 -0.041 0.853  0.19
H: 2.905 -0.712 -1.673  0.03
H: -0.676 2.490 0.882  0.12
H: 0.790 2.444 0.127  0.13
H: 1.991 -0.877 0.939  0.05

As for the net charge: +1. For the LUMO energy, the calculation gives -0.1568 Eh.

=====

Model b:
Computed, not measured: a gas-phase ion, C2H7N3P (charge +1), with the ωB97M-V functional and the def2-TZVPD basis.

Last column: Löwdin charge in e.
Atoms and positions in Å:
C: 0.768 0.445 -0.022  -0.23
C: -0.920 -1.283 0.081  -0.34
N: -1.188 1.490 0.333  -0.17
N: 0.483 -0.809 -0.002  -0.01
N: 1.877 1.035 -0.238  0.21
P: -1.998 0.210 -0.202  0.82
H: -1.173 -2.027 -0.585  0.05
H: -1.123 -1.729 1.089  0.11
H: -0.900 1.498 1.332  0.05
H: 1.199 -1.434 0.597  0.24
H: 2.008 1.970 -0.409  0.10
H: 2.716 0.387 -0.359  0.18
H: -1.747 0.244 -1.616  -0.01

As for the net charge: +1. For the LUMO energy (spin up / spin down), the calculation gives -0.2090 / -0.2090 Eh.

=====

Relative to the most stable one, in hartree, the structures come out at model a 0.0000; model b 0.0643.

=====

Model a:
Computed, not measured: 2 unconnected molecules or ions with the total composition C6H11Cl, with the ωB97M-V functional and the def2-TZVPD basis.

Last column: Löwdin charge in e.
Atoms and positions in Å:
C: 0.879 -0.664 1.163  -0.10
C: -0.519 -0.161 1.159  -0.11
C: 0.416 0.162 0.012  -0.62
C: 0.751 1.583 -0.087  -0.07
C: 0.225 -0.432 -1.294  -0.01
C: -1.869 -1.385 -1.415  -0.54
Cl: -1.916 -1.405 -3.131  0.51
H: 1.438 -0.040 1.874  0.11
H: 1.164 -1.672 1.073  0.09
H: -1.467 -0.755 1.098  0.11
H: -0.456 0.609 1.978  0.11
H: 1.578 1.745 -0.811  0.09
H: 0.912 1.921 1.003  0.11
H: -0.087 2.223 -0.578  0.12
H: 0.256 0.199 -2.239  0.09
H: 0.794 -1.303 -1.521  0.06
H: -2.573 -0.672 -0.987  0.02
H: -1.583 -2.262 -0.799  0.04

For the LUMO energy, the calculation gives 0.0257 Eh.

=====

Model b:
Computed, not measured: 4 unconnected molecules or ions with the total composition C6H11Cl, with the ωB97M-V functional and the def2-TZVPD basis.

Last column: Löwdin charge in e.
Atoms and positions in Å:
C: -1.940 1.577 0.394  -0.13
C: -0.985 0.339 0.551  -0.61
C: 0.260 0.515 -0.225  -0.22
C: 1.539 0.104 0.103  -0.47
C: 2.163 -0.811 1.095  -0.15
C: 2.689 0.525 -0.925  -0.14
H: -1.355 2.430 0.773  0.08
H: -2.105 1.729 -0.661  0.07
H: -2.707 1.334 1.081  0.05
H: -0.871 -0.145 1.705  0.16
H: 0.168 0.957 -1.160  0.08
H: 3.916 -0.792 1.164  0.22
H: 1.597 -2.272 0.546  0.21
H: 1.463 -0.439 2.374  0.15
H: 3.456 1.386 -0.681  0.10
H: 3.130 -0.482 -1.356  0.09
H: 2.292 0.794 -1.947  0.06
Cl: -1.844 -1.058 -0.459  0.45

For the LUMO energy, the calculation gives -0.0106 Eh.

=====

Relative to the most stable one, in hartree, the structures come out at model a 0.0000; model b 0.1515.